Record 1
Molecular formula: C33H63Cl2F7InN9O12S2
Method: DFT, wB97M-V/def2-TZVPD

Geometry as XYZ:
```
129
C33H63Cl2F7InN9O12S2 | OMol25 | wB97M-V/def2-TZVPD
In -0.6844 -2.3356 0.2238
C -1.7354 2.8597 0.6207
F -0.6215 2.8926 1.4040
F -2.7672 2.6886 1.4633
F -1.8450 3.9587 -0.0244
S -1.6603 1.4299 -0.6770
O -2.7976 0.6216 -0.3083
O -1.7498 2.0260 -2.0497
N -0.2170 0.4584 -0.3376
S 1.0136 1.4662 -0.5856
O 0.7180 2.7676 -1.1805
O 1.8611 1.5312 0.6186
C 1.9509 0.4804 -2.0305
F 2.9737 1.2365 -2.4678
F 2.3814 -0.7667 -1.7621
F 1.1105 0.4851 -3.0021
C -3.1899 0.1613 4.3894
C -2.8843 -0.9738 3.3276
O -2.5431 -0.7190 2.1425
N -3.0282 -2.2827 3.6807
C -3.4348 -2.7201 4.9937
H -2.3427 0.1277 5.0743
H -4.1592 0.0815 4.8816
H -2.9491 1.1257 3.9423
H -2.7655 -2.9716 2.9904
H -3.0371 -2.0937 5.7921
H -3.0243 -3.6993 5.2400
H -4.5202 -2.7239 5.0936
C -7.8525 2.6143 4.7373
C -6.9215 1.9627 3.7207
O -6.5427 0.8350 3.8709
N -6.6496 2.5744 2.5333
C -5.8758 1.8561 1.4939
H -8.3798 1.9605 5.4319
H -8.5535 3.1660 4.1108
H -7.2855 3.3293 5.3334
H -6.9922 3.5134 2.3883
H -6.3167 0.9202 1.1508
H -4.9013 1.5338 1.8607
H -5.6314 2.5091 0.6561
C 4.0823 3.8759 -0.9917
C 3.4450 5.0163 -0.1549
O 4.1919 5.8972 0.3309
N 2.1517 5.0155 0.0140
C 1.4946 5.9168 0.9123
H 3.5747 2.9222 -0.8468
H 5.1222 3.8365 -0.6674
H 4.1078 4.0394 -2.0691
H 1.5954 4.2431 -0.3237
H 1.4245 5.6910 1.9763
H 0.4644 6.0880 0.6003
H 2.1321 6.7985 0.8466
C 3.4203 -3.6670 -2.9066
C 2.6287 -4.2843 -1.7079
O 1.9086 -3.6362 -0.9829
N 2.7007 -5.5696 -1.7028
C 2.0757 -6.6278 -0.7889
H 4.1280 -2.9400 -2.5083
H 2.8310 -3.1820 -3.6849
H 4.0589 -4.4611 -3.2933
H 3.4269 -5.9293 -2.3056
H 2.6429 -6.6652 0.1411
H 2.1041 -7.5847 -1.3103
H 1.0602 -6.3836 -0.4771
C 0.2518 -2.0519 -4.8689
C -0.9219 -2.3460 -3.8797
O -0.7393 -2.1850 -2.7017
N -1.9717 -2.9765 -4.2477
C -2.2985 -3.4233 -5.5985
H -0.0395 -1.2479 -5.5449
H 0.4603 -2.9327 -5.4763
H 1.1928 -1.7603 -4.4025
H -2.5223 -3.1595 -3.4209
H -1.7816 -2.9213 -6.4163
H -3.3423 -3.2943 -5.8850
H -2.1494 -4.5020 -5.6475
C 4.5478 -0.5304 1.2695
C 3.6545 -1.7472 1.3541
O 2.5007 -1.6693 1.0645
N 4.1382 -2.9596 1.5784
C 5.5013 -3.4806 1.4427
H 3.9038 0.3416 1.1556
H 5.1661 -0.7667 0.4035
H 5.0349 -0.5635 2.2441
H 3.4341 -3.6482 1.8023
H 5.4585 -4.2905 0.7145
H 6.0258 -3.7785 2.3506
H 6.0800 -2.6884 0.9676
C 0.5079 -2.4987 5.5118
C 0.4311 -1.5358 4.2764
O 0.2078 -1.8938 3.1241
N 0.6070 -0.2238 4.4995
C 0.6222 0.8112 3.4986
H -0.5240 -2.3285 5.8188
H 1.2029 -2.2817 6.3230
H 0.7166 -3.5349 5.2456
H 0.8413 -0.0108 5.4586
H 1.6368 0.9680 3.1326
H 0.2742 1.7347 3.9614
H -0.0387 0.4589 2.7066
C 6.4750 1.3473 -2.5781
C 7.8154 0.7309 -2.9600
O 8.7903 1.1903 -2.3663
N 7.8617 -0.2940 -3.8064
C 9.1048 -0.8353 -4.3244
H 6.6946 2.4145 -2.5495
H 6.1110 0.9619 -1.6256
H 5.7433 1.2382 -3.3786
H 6.9871 -0.5919 -4.2145
H 8.9549 -0.8882 -5.4028
H 9.2327 -1.7724 -3.7826
H 9.9813 -0.2072 -4.1654
C -2.2832 6.4218 3.2300
Cl -1.0758 5.0599 3.3134
Cl -1.9978 7.2815 1.7313
H -3.2586 5.9422 3.1479
H -2.1089 7.1021 4.0636
F -5.5496 -0.5891 -6.0542
C -5.8569 -0.0735 -4.7838
C -7.2050 -0.1966 -4.5029
C -7.7094 0.2685 -3.2899
C -6.8485 0.8569 -2.3519
C -5.5344 0.8316 -2.6095
C -4.9407 0.3739 -3.8150
H -7.7965 -0.5956 -5.3136
H -8.7511 0.0561 -3.0998
H -7.0801 1.2746 -1.3832
H -4.8626 1.0906 -1.8045
H -3.8843 0.2210 -3.9792
```

The calculation puts the energy at -144114.0422 eV. As for the net charge: +2.


Record 2
Molecular formula: C33H64ClN3NaO6P2SSi3
Method: DFT, wB97M-V/def2-TZVPD

Geometry as XYZ:
```
114
C33H64ClN3NaO6P2SSi3 | OMol25 | wB97M-V/def2-TZVPD
Na 0.0406 -2.0211 -1.2025
C 0.2720 -1.3686 -5.9388
P 0.9229 -1.8739 -4.2871
C 1.0962 -3.6794 -4.6194
C 2.6766 -1.3405 -4.5601
C 3.5989 -1.6685 -3.3691
P 2.9396 -0.9391 -1.7991
C 3.4692 0.8100 -2.0994
C 4.2793 -1.4279 -0.6376
H -0.7052 -1.8200 -6.1182
H 0.9534 -1.6868 -6.7331
H 0.1626 -0.2790 -5.9761
H 1.5525 -3.8616 -5.5968
H 0.1087 -4.1492 -4.5819
H 1.7008 -4.1382 -3.8357
H 2.6483 -0.2595 -4.7251
H 3.0350 -1.8048 -5.4801
H 4.6093 -1.2956 -3.5396
H 3.6562 -2.7475 -3.2227
H 4.5278 0.8534 -2.3716
H 3.3075 1.3974 -1.1909
H 2.8706 1.2555 -2.9004
H 5.2621 -1.2448 -1.0784
H 4.1757 -2.4857 -0.3882
H 4.1738 -0.8423 0.2789
C -2.8024 -2.0067 -3.8692
O -2.3471 -1.5230 -2.6020
Si -3.2612 -1.7586 -1.1795
C -5.0613 -1.4358 -1.6394
C -3.2028 -3.6064 -0.8558
C -2.5582 -0.6761 0.0272
Si -2.6361 -1.2288 1.7330
C -1.9442 0.0603 2.9212
C -4.3848 -1.6062 2.3416
C -1.6343 -2.7758 2.1039
Si -2.8901 1.0732 -0.2634
C -4.4420 1.6892 0.6252
C -3.1943 1.5230 -2.0821
C -1.5565 2.2775 0.3081
H -3.8150 -1.6514 -4.1011
H -2.8110 -3.1068 -3.9174
H -2.1332 -1.6410 -4.6501
H -5.5065 -2.2259 -2.2633
H -5.1689 -0.4778 -2.1692
H -5.6447 -1.3654 -0.7089
H -3.7459 -4.1416 -1.6461
H -3.6831 -3.8534 0.1048
H -2.1749 -3.9941 -0.8260
H -2.4225 1.0462 2.8043
H -0.8709 0.1750 2.6949
H -2.0580 -0.2595 3.9709
H -5.0070 -0.6990 2.2837
H -4.4079 -1.9787 3.3794
H -4.8515 -2.3684 1.6963
H -0.6101 -2.6719 1.7249
H -2.0731 -3.6727 1.6391
H -1.5760 -2.9555 3.1891
H -5.3223 1.1295 0.2716
H -4.6136 2.7615 0.4326
H -4.3724 1.5471 1.7152
H -4.2721 1.6055 -2.2869
H -2.7806 0.7610 -2.7625
H -2.7324 2.4898 -2.3280
H -1.5696 2.3968 1.4075
H -1.7105 3.2681 -0.1497
H -0.5604 1.9135 0.0259
O 1.4300 -2.9940 0.2333
Cl 1.4111 -4.1856 -0.6169
O 1.4658 -5.3817 0.1773
O 2.5382 -4.1340 -1.5374
O 0.1642 -4.1350 -1.3895
N 0.1188 1.1105 -2.9968
C -0.0391 2.4657 -3.2927
C 0.6553 3.4373 -2.5662
C 0.5295 4.7826 -2.8887
C -0.2798 5.1899 -3.9453
C -0.9592 4.2213 -4.6786
C -0.8407 2.8761 -4.3620
H -0.6517 0.5063 -3.2606
H 0.4244 0.9094 -2.0511
H 1.2875 3.1259 -1.7351
H 1.0683 5.5207 -2.3030
H -0.3916 6.2418 -4.1812
H -1.5925 4.5166 -5.5081
H -1.3844 2.1260 -4.9327
C 3.5619 -1.4778 5.3501
C 3.4701 0.0473 5.4273
C 3.4574 0.7074 4.0604
N 2.2418 0.3477 3.3050
C 1.7716 1.0607 2.2478
S 1.3421 0.3271 0.8295
N 1.6716 2.4383 2.3909
C 1.8182 3.3160 3.4796
O 2.1955 4.4333 3.2665
C 1.4521 2.8695 4.8648
C 2.0966 3.4840 5.9304
C 1.7576 3.1515 7.2336
C 0.7498 2.2214 7.4711
C 0.0831 1.6330 6.4062
C 0.4385 1.9519 5.1002
H 3.7096 -1.9121 6.3413
H 4.4022 -1.7897 4.7183
H 2.6480 -1.9208 4.9366
H 4.3216 0.4444 5.9865
H 2.5621 0.3438 5.9608
H 4.3376 0.3997 3.4882
H 3.5132 1.7814 4.1788
H 2.1759 -0.6351 3.0911
H 1.5480 2.9179 1.5137
H 2.8645 4.2215 5.7203
H 2.2706 3.6240 8.0635
H 0.4804 1.9622 8.4889
H -0.7194 0.9265 6.5832
H -0.1016 1.5062 4.2733
```

The value obtained for the energy relative to the best compared isomer or geometry (same formula, charge and spin) is 26.0 kcal/mol. As for the net charge: -1.